1.
Computed, not measured: a cluster of 3 separate species, C4H14NO2 in total, with ωB97M-V with the def2-TZVPD basis set.

The gap between HOMO and LUMO is 0.4688 Ha. As for the spin multiplicity: 1. As for the energy relative to the best compared isomer or geometry (same formula, charge and spin): 0.189 eV. The largest force on an atom is 2.13 eV Å⁻¹. The charge is +1.

```
21
Properties=species:S:1:pos:R:3:lowdin_charge:R:1
H -2.537 0.342 -0.847 0.11
O 3.191 0.480 0.034 -0.03
H 0.549 -1.471 1.179 0.14
H 0.002 -0.268 -2.300 0.13
H -0.270 1.505 2.645 0.08
H 0.217 0.773 0.412 0.10
H 1.440 0.139 -0.452 0.12
H -1.870 -0.782 1.138 0.09
H -2.104 -0.973 -1.926 0.12
N 0.432 0.063 -0.257 0.04
C -0.442 0.240 -1.454 -0.09
H -1.858 -2.244 0.251 0.12
H 0.260 -2.042 -0.506 0.14
H -1.520 2.031 1.838 0.08
H -0.580 1.294 -1.672 0.13
C 0.038 -1.282 0.240 -0.11
H 3.890 0.162 -0.549 0.07
C -1.791 -0.427 -1.038 -0.13
H 3.628 1.165 0.551 0.07
C -1.499 -1.225 0.242 -0.15
O -0.696 1.541 1.779 -0.02
```

2.
Computed, not measured: the molecule C20H25NO2S2, with ωB97M-V with the def2-TZVPD basis set.

The gap between HOMO and LUMO is 0.3168 Ha. As for the spin multiplicity: 1. As for the energy relative to the best compared isomer or geometry (same formula, charge and spin): 2.364 eV. The largest force on an atom is 3.95 eV Å⁻¹. As for the SMILES: COc1ccccc1SC[C@@H](C)CN[C@@H]1COc2ccccc2SC1.

```
50
Properties=species:S:1:pos:R:3:lowdin_charge:R:1
H -1.603 -1.567 2.501 0.11
S -1.015 1.156 2.538 0.97
C 2.117 2.061 -2.537 -0.11
C 0.276 -0.981 -2.224 -0.43
H -0.754 0.498 -6.550 0.07
C -0.750 -1.730 -1.410 -0.46
C -1.793 -0.800 6.067 -0.02
H 0.611 -3.305 -1.154 0.05
H 2.976 1.645 -6.270 0.10
C -0.615 -1.899 2.901 -0.14
H 0.343 -1.459 -3.246 0.10
H -1.022 -3.774 -0.554 0.12
H 1.280 -1.151 -1.768 0.11
H -0.584 -3.388 -2.349 0.08
O 0.741 0.533 -5.516 -0.12
H -2.656 2.358 4.217 0.08
H -1.738 -1.728 -1.850 0.13
C -0.790 -1.167 0.076 -0.23
H -0.081 2.163 -6.442 0.12
C -1.467 0.600 4.120 -0.49
N 0.518 -1.266 0.695 -0.04
H -3.606 1.987 6.517 0.08
C 0.674 0.332 2.424 -0.35
C 0.594 -1.212 2.144 -0.32
C 3.234 2.749 -3.071 -0.06
H 1.136 -0.528 0.319 0.11
H -0.636 -2.956 2.747 0.12
H -3.051 -0.116 7.592 0.08
C -2.889 1.356 6.072 -0.05
C -0.402 -3.160 -1.298 -0.10
H 1.553 -1.536 2.573 0.14
C 1.524 1.285 -4.697 -0.31
H -1.009 -0.094 0.109 0.06
C -0.402 1.215 -5.915 -0.08
H 4.444 3.023 -4.837 0.12
S -0.265 0.741 -2.567 0.97
H 1.349 0.506 3.297 0.10
H 2.024 2.102 -1.446 0.10
C -1.190 -0.606 4.811 -0.24
H 1.204 0.880 1.612 0.07
H -0.996 1.452 -5.080 0.04
C -2.237 1.559 4.806 -0.12
C -2.543 0.146 6.715 -0.10
C 2.643 1.873 -5.308 0.00
C 3.435 2.629 -4.479 -0.09
H -1.659 -1.662 0.543 0.12
O -0.479 -1.683 4.304 -0.05
H -1.590 -1.706 6.625 0.12
H 3.892 3.305 -2.427 0.09
C 1.252 1.322 -3.328 -0.45
```

3.
Computed, not measured: the molecule C4H6N2, with ωB97M-V with the def2-TZVPD basis set.

The gap between HOMO and LUMO is 0.3965 Ha. As for the spin multiplicity: 1. As for the energy relative to the best compared isomer or geometry (same formula, charge and spin): 1.567 eV. The largest force on an atom is 1.11 eV Å⁻¹. As for the SMILES: N#C[C@H]1CCN1.

```
12
Properties=species:S:1:pos:R:3:lowdin_charge:R:1
N -0.067 1.132 -0.208 -0.01
N -2.028 -0.870 -2.334 0.14
H -1.375 -0.326 0.697 0.15
H 0.681 0.678 1.763 0.11
C -1.433 -0.579 -1.386 -0.16
H -0.633 1.907 0.124 0.11
C 0.972 0.620 0.702 -0.20
C -0.709 -0.187 -0.170 -0.35
H 1.967 1.052 0.567 0.11
C 0.676 -0.789 0.156 -0.11
H 1.241 -1.003 -0.753 0.12
H 0.708 -1.635 0.844 0.11
```

4.
Computed, not measured: a structure of composition C6H8N2O, with ωB97M-V with the def2-TZVPD basis set.

The gap between HOMO and LUMO is 0.3256 Ha. As for the spin multiplicity: 1. As for the energy relative to the best compared isomer or geometry (same formula, charge and spin): 4.496 eV. The largest force on an atom is 4.80 eV Å⁻¹.

```
17
Properties=species:S:1:pos:R:3:lowdin_charge:R:1
O -1.232 0.228 1.421 -0.03
H -1.557 -1.929 1.099 0.15
N -0.531 0.150 -1.533 0.05
N 2.238 0.343 0.249 0.12
C 0.973 -0.037 0.131 -0.42
C 0.121 0.880 -0.476 -0.23
H 1.203 -1.804 1.202 0.10
H -1.676 1.867 0.379 0.14
C -1.529 -0.270 -0.558 -0.20
C -0.942 -1.109 0.632 -0.11
H 2.994 -0.030 0.852 0.13
H 0.078 -0.501 -2.093 0.15
C 0.509 -1.205 0.632 -0.01
H -2.426 -0.472 -1.037 0.12
C -1.329 0.894 0.273 -0.25
H 2.322 1.271 -0.330 0.14
H 0.783 1.725 -0.843 0.15
```

5.
Computed, not measured: a structure of composition C12H27ClIN2P2Tl, with ωB97M-V with the def2-TZVPD basis set.

The gap between HOMO and LUMO is 0.2691 Ha. As for the spin multiplicity: 1. The largest force on an atom is 1.84 eV Å⁻¹. The charge is +2.

```
46
Properties=species:S:1:pos:R:3:lowdin_charge:R:1
H 6.026 -3.695 0.021 0.12
C 3.855 -1.068 0.113 -0.39
H 4.075 -4.592 -1.323 0.11
H 0.071 -2.348 -3.130 0.07
P -0.520 -0.062 -2.692 0.80
Tl -3.708 2.973 -1.926 0.60
H -0.809 2.514 2.690 0.07
H -0.005 1.053 -0.637 -0.03
H -1.216 0.960 -4.742 0.08
C 0.568 0.435 -1.350 -0.35
N 3.659 0.167 0.695 0.10
I -0.924 -0.518 1.150 0.86
P 0.012 0.313 3.207 0.46
H 2.081 -3.161 -1.666 0.10
H 4.485 0.627 1.055 0.11
H -0.589 0.245 5.503 0.08
H 1.393 -1.227 -3.566 0.07
H 1.046 -0.441 -0.887 -0.03
H 0.978 2.414 2.536 0.07
H -1.056 -1.276 4.671 0.08
H 2.987 0.769 0.230 0.08
C 0.306 -1.379 -3.592 -0.16
C -0.786 1.327 -3.799 -0.18
Cl -4.204 1.385 0.039 -0.36
C 1.645 -0.436 3.286 -0.24
H -1.992 -1.587 -1.573 0.05
H 2.303 -0.118 2.459 0.03
H 2.092 -0.161 4.250 0.08
C -2.124 -0.690 -2.194 -0.22
H -1.460 2.081 -3.360 -0.04
N 2.835 -1.547 -0.609 0.07
C 5.139 -3.089 -0.149 -0.04
C 4.059 -3.596 -0.894 -0.06
H 1.393 1.050 -1.750 0.08
C 5.041 -1.796 0.361 -0.01
C 0.109 2.107 3.134 -0.22
H -2.711 0.039 -1.610 -0.05
H 5.822 -1.329 0.963 0.12
H 1.534 -1.528 3.241 0.07
H -2.047 0.201 4.453 0.08
H 0.182 1.803 -4.010 0.08
H -2.701 -0.964 -3.092 0.09
C -1.025 -0.182 4.588 -0.22
H 0.217 2.485 4.161 0.08
H -0.041 -1.378 -4.636 0.08
C 2.936 -2.787 -1.099 -0.14
```

6.
Computed, not measured: a cluster of 2 separate species, C4H9NO in total, with ωB97M-V with the def2-TZVPD basis set.

The gap between HOMO and LUMO is 0.3721 Ha. As for the spin multiplicity: 1. As for the energy relative to the best compared isomer or geometry (same formula, charge and spin): 3.250 eV. The largest force on an atom is 2.16 eV Å⁻¹. As for the SMILES: CC#N.COC.

```
15
Properties=species:S:1:pos:R:3:lowdin_charge:R:1
C 0.698 1.571 -0.831 -0.08
H -0.053 2.385 -0.864 0.09
O 0.087 0.211 -0.767 -0.32
H 1.575 -1.012 0.121 0.10
H -2.027 -0.791 2.115 0.08
C -0.850 0.379 1.011 -0.34
N -0.627 1.490 1.272 0.13
H -0.712 -1.743 1.406 0.08
C 0.941 -0.925 -0.778 -0.11
H 0.338 -1.851 -0.838 0.09
H 1.387 1.861 -0.016 0.09
C -1.438 -0.949 1.212 -0.06
H 1.564 -0.875 -1.669 0.08
H -2.095 -1.273 0.403 0.09
H 1.209 1.523 -1.777 0.07
```

7.
Computed, not measured: a structure of composition C45H42F3N6O3P2STi, with ωB97M-V with the def2-TZVPD basis set.

The gap between HOMO and LUMO (spin up / spin down) is 0.2500 / 0.2627 Ha. As for the spin multiplicity: 2. As for the energy relative to the best compared isomer or geometry (same formula, charge and spin): 0.420 eV. The largest force on an atom is 1.27 eV Å⁻¹. Its expectation value of S² is 0.755.

```
103
Properties=species:S:1:pos:R:3:lowdin_charge:R:1
C 0.287 2.246 -2.914 -0.27
P -0.550 1.550 -1.470 0.73
H 2.271 -0.449 -4.128 0.11
H 2.186 3.760 -5.912 0.10
H 1.032 -3.833 -2.400 0.11
H 0.393 -1.959 8.721 0.07
H 2.918 -4.648 2.170 0.10
C -0.034 -3.955 -2.550 -0.07
H -1.231 -1.646 6.845 0.06
C 1.647 2.511 -2.814 -0.06
C -2.214 -2.967 -2.798 -0.09
H 2.155 2.287 -1.884 0.09
H 2.410 1.313 0.344 0.09
C 2.264 2.939 4.235 -0.07
F 0.477 -3.401 0.850 -0.01
S -0.308 -0.799 4.612 0.74
C -1.732 3.827 -0.580 -0.07
C -1.976 -5.355 -2.733 -0.08
C -1.983 2.625 -1.241 -0.27
C 2.779 -2.549 2.470 -0.28
H 4.485 -3.855 2.409 0.07
C 3.443 -3.861 2.720 -0.02
H -3.568 4.822 2.777 0.10
P -0.002 -1.231 -2.640 0.71
C -1.697 1.450 2.204 -0.34
N 0.263 -2.889 6.175 -0.02
N 2.547 -0.514 1.244 0.03
C -0.389 2.533 -4.097 -0.08
C -2.782 -4.230 -2.835 -0.08
H 0.748 0.134 -8.097 0.10
N 1.844 -2.069 3.224 -0.08
H 4.637 -3.027 0.484 0.11
C -1.225 -0.054 -1.977 -0.29
C -0.682 -0.469 -6.615 -0.08
H -0.738 4.027 -0.199 0.12
H -1.645 -3.350 6.901 0.12
C 2.404 1.780 3.546 -0.12
H -3.499 1.407 -2.176 0.09
H -3.855 -4.336 -2.927 0.10
C 2.331 3.058 -3.891 -0.07
H 3.389 3.269 -3.810 0.10
O 0.333 1.536 -0.275 -0.32
C 0.590 -0.124 -7.057 -0.09
C -0.837 -2.632 7.079 -0.28
Ti 0.584 -0.575 2.223 0.89
H -4.768 2.866 1.812 0.11
N 1.225 1.480 2.904 0.01
H -1.207 4.620 3.360 0.10
C 0.294 3.072 -5.174 -0.08
H -1.873 -1.101 -4.956 0.10
H -1.224 -2.502 9.197 0.07
H -2.422 -6.341 -2.751 0.10
C 1.655 3.336 -5.070 -0.08
H 4.363 0.918 -1.171 0.10
O 1.307 -1.229 -1.945 -0.31
C 0.182 -0.790 -4.390 -0.27
H 0.522 4.146 4.414 0.14
C 2.971 0.391 0.364 -0.12
H -1.987 0.102 -2.745 0.05
C -4.292 3.265 -1.490 -0.08
C 0.364 2.440 3.199 -0.26
C 1.453 -0.449 -4.837 -0.07
H -3.556 0.736 1.447 0.12
H 5.419 -1.346 -1.155 0.11
H 2.943 3.497 4.853 0.11
H -1.685 -0.495 -1.089 0.08
C -3.721 2.785 2.079 -0.09
H -1.454 2.346 -4.177 0.11
C -4.031 4.466 -0.850 -0.08
F -1.087 -3.198 2.331 0.01
H -2.549 5.671 0.130 0.11
C -0.385 -2.698 8.529 -0.09
C -0.883 -0.806 -5.287 -0.08
C -2.750 4.745 -0.390 -0.09
F -1.321 -2.262 0.402 -0.02
C 3.180 -1.700 1.340 -0.20
N 1.512 -2.783 4.318 0.00
H 2.646 0.149 -6.514 0.11
C 0.542 -2.225 5.033 -0.77
C 1.655 -0.119 -6.170 -0.08
C -3.271 2.346 -1.687 -0.08
H -1.512 -0.485 -7.310 0.10
H 0.022 -6.094 -2.485 0.11
C -0.604 -5.217 -2.587 -0.07
H 0.012 -3.684 8.776 0.07
C -1.723 3.755 2.959 -0.05
C 4.188 -2.047 0.451 0.01
H 3.379 -4.102 3.777 0.07
O -1.114 0.302 1.976 -0.25
N 0.971 3.348 4.004 0.12
C -1.028 2.554 2.774 -0.08
C -3.054 3.883 2.624 -0.12
H 0.788 -3.743 6.288 0.14
H -0.232 3.287 -6.095 0.11
H -5.293 3.038 -1.834 0.10
C -3.056 1.599 1.868 0.00
C 4.622 -1.101 -0.464 -0.04
C -0.386 -2.467 1.414 -0.52
H -2.858 -2.097 -2.844 0.10
C -0.836 -2.825 -2.661 -0.28
H -4.828 5.183 -0.697 0.11
H 3.264 1.136 3.472 0.11
C 4.039 0.152 -0.482 -0.05
```

8.
Computed, not measured: a structure of composition C33H38FN4ReSSb, with ωB97M-V with the def2-TZVPD basis set.

The gap between HOMO and LUMO (spin up / spin down) is 0.2513 / 0.2205 Ha. As for the spin multiplicity: 4. The largest force on an atom is 0.58 eV Å⁻¹. Its expectation value of S² is 3.788. The charge is +2.

```
79
Properties=species:S:1:pos:R:3:lowdin_charge:R:1
C -0.337 1.238 -4.528 0.05
Re -0.210 0.962 0.428 1.37
H -1.439 -4.892 -0.280 0.03
C -3.425 4.275 -1.545 0.02
C 3.176 2.113 -3.736 -0.03
Sb -1.136 -2.680 -1.723 1.39
H -3.176 -4.169 -3.810 0.07
C -2.453 3.073 0.316 -0.32
C 2.745 0.279 4.085 0.01
C -0.453 -2.822 -3.745 -0.44
C 0.846 1.515 -3.813 -0.16
H -3.361 0.116 1.048 0.09
C -2.681 -2.991 2.157 0.00
H -4.761 -3.490 -3.473 0.08
H -0.479 3.451 1.085 0.05
C 0.622 -5.125 -0.950 -0.18
H -5.854 2.784 0.295 0.13
C 1.230 -0.553 2.463 -0.31
H 2.849 -1.709 3.265 0.13
H -0.321 1.245 -5.612 0.14
H -2.672 0.296 -0.777 0.02
H 3.605 0.148 4.729 0.13
C 2.336 -0.757 3.273 0.03
H -3.153 -3.900 2.506 0.13
N -1.463 -0.682 1.259 -0.04
F -5.744 4.197 -1.854 0.10
H 2.309 2.294 4.753 0.13
C -1.250 2.684 1.106 -0.23
C -4.854 3.063 -0.009 0.02
N 0.618 0.636 2.377 -0.10
H -2.416 0.798 -4.369 0.13
C -0.732 -1.719 1.677 -0.36
C -3.733 2.686 0.713 -0.06
C -3.258 -2.992 -1.977 -0.45
H -1.334 4.232 -1.105 0.13
H 4.115 2.323 -4.228 0.12
H -1.512 2.448 2.142 0.07
C -1.303 -2.899 2.117 0.01
S 1.805 2.032 0.072 0.73
H -0.674 -3.716 2.446 0.14
C 1.007 1.638 3.209 -0.11
C 3.093 2.181 -2.332 -0.07
H -3.482 -3.838 -1.323 0.04
H -3.862 2.125 1.632 0.11
H 1.161 -1.360 -3.627 0.04
H 1.072 -4.559 -0.128 0.05
H -3.795 -2.131 -1.579 0.02
H -1.080 -2.175 -4.359 0.04
H 2.097 1.773 -5.547 0.13
C -1.492 0.944 -2.444 -0.31
H 1.231 -4.948 -1.837 0.06
H -1.283 -5.325 -1.976 0.06
C -4.675 3.841 -1.139 -0.28
H -3.384 1.579 -1.755 0.09
C -3.689 -3.293 -3.413 -0.18
H -3.349 -0.074 -2.364 0.09
C -1.486 0.982 -3.850 0.01
H -0.612 -3.848 -4.077 0.06
H 1.420 -2.618 -4.835 0.08
C 2.041 1.485 4.090 -0.01
C -0.835 -4.732 -1.176 -0.45
C 1.021 -2.423 -3.838 -0.19
H 3.958 2.480 -1.754 0.12
C 2.066 1.801 -4.465 0.00
C 1.920 1.892 -1.683 -0.56
H 0.716 -6.183 -0.704 0.08
H 1.643 -2.977 -3.132 0.05
C -2.792 0.661 -1.787 -0.03
N -0.389 1.178 -1.725 -0.02
C -2.806 -0.759 1.354 -0.11
H 0.467 2.569 3.121 0.11
C -3.450 -1.893 1.788 -0.01
C 0.781 1.519 -2.410 -0.23
H -3.337 4.921 -2.408 0.13
N 0.674 -1.552 1.657 0.12
H -4.529 -1.915 1.832 0.13
H 1.172 -2.431 1.711 0.14
H -3.476 -2.458 -4.085 0.06
C -2.319 3.889 -0.805 -0.04
```

9.
Computed, not measured: a cluster of 5 separate species, C27H43N4O12S in total, with ωB97M-V with the def2-TZVPD basis set.

The gap between HOMO and LUMO is 0.2204 Ha. As for the spin multiplicity: 1. As for the energy relative to the best compared isomer or geometry (same formula, charge and spin): 3.703 eV. The largest force on an atom is 9.91 eV Å⁻¹. The charge is +1.

```
87
Properties=species:S:1:pos:R:3:lowdin_charge:R:1
H 6.947 -2.195 4.054 0.14
H 4.528 7.252 5.277 0.14
H -3.375 -4.352 -5.247 0.11
C -2.864 -2.584 -4.074 -0.16
O -0.680 2.603 -1.972 -0.12
H -2.192 2.217 -0.485 0.13
O 2.220 5.671 3.750 -0.05
O -2.872 1.950 5.102 0.04
H 6.359 -0.949 5.212 0.14
H 0.811 -1.837 0.373 0.14
H -5.288 3.989 5.974 0.13
H 3.185 5.792 1.937 0.13
H 4.455 7.770 2.585 0.12
H 1.007 4.012 2.961 -0.04
H -2.949 -8.660 -6.780 0.12
H -2.176 -0.210 -0.466 0.12
H -2.133 3.690 -3.490 0.17
H -0.510 -0.688 1.111 0.13
H -3.992 3.542 7.095 0.13
C -1.799 1.781 -1.502 -0.20
H 5.116 6.006 4.120 0.14
C -2.602 -3.583 -5.171 -0.16
C 0.420 -0.730 0.394 -0.08
O -1.581 -2.070 -3.719 -0.02
C -1.076 3.574 -3.001 -0.12
N 1.538 0.239 0.833 -0.10
H -2.769 5.060 5.796 0.14
C 2.713 6.458 2.667 -0.17
H 0.845 0.531 -1.588 0.13
H 1.883 6.982 2.184 0.13
C 0.054 -0.254 -1.167 -0.14
H 0.243 -1.237 -1.818 0.10
H -5.514 -7.868 -8.201 0.14
H -1.317 -4.971 -4.113 0.14
C -1.244 -4.127 -4.805 -0.08
H -1.645 -7.463 -8.350 0.13
C -4.292 3.544 6.040 -0.16
H 3.713 -1.219 2.118 0.09
H -0.449 1.013 2.506 0.12
H -3.595 -9.357 -8.275 0.12
H -5.196 -8.091 -6.444 0.13
O -5.042 -5.408 -6.826 0.09
C 3.597 1.283 0.812 0.01
O -1.152 3.323 4.479 -0.24
N 2.783 0.179 0.170 0.05
H 4.995 0.090 3.615 0.12
C -2.287 3.167 4.899 -0.40
O 0.569 -2.840 -3.850 0.09
O 4.842 -3.137 5.742 0.11
H -0.669 -4.402 -5.693 0.14
C 3.696 7.416 3.288 -0.16
C -1.509 0.180 -1.370 -0.15
C -0.620 -2.964 -4.095 -0.45
C -4.378 -6.305 -7.317 -0.46
C -4.231 2.143 5.490 -0.16
H -3.312 -3.047 -3.189 0.13
H -3.508 -1.767 -4.412 0.13
C -4.785 -7.746 -7.395 -0.08
H -1.970 -0.335 -2.336 0.11
S 0.538 2.945 3.777 0.96
H 6.285 -0.431 2.519 0.12
C -3.478 -8.427 -7.713 -0.17
H -3.670 4.660 4.290 0.14
N 0.400 1.602 2.651 -0.25
H -2.542 -3.066 -6.137 0.13
H 5.016 -2.409 1.872 0.13
C 1.504 1.329 1.880 -0.25
H 4.691 1.548 0.490 0.15
H -4.868 2.014 4.609 0.13
H -2.966 -7.372 -9.541 0.13
N 2.851 2.023 1.907 0.10
H 3.164 8.291 3.681 0.13
C 4.262 6.613 4.432 -0.08
C 4.948 -2.493 4.712 -0.45
O 4.050 -2.530 3.684 0.03
H 3.018 -0.483 -0.604 0.18
C 4.543 -1.743 2.602 -0.18
H -4.509 1.397 6.241 0.14
C -2.728 -7.365 -8.472 -0.17
H -2.683 1.905 -2.294 0.13
C 5.527 -0.785 3.222 -0.18
O 3.012 5.064 5.808 0.11
O -0.105 4.387 -3.499 -0.06
C -3.253 4.266 5.221 -0.07
C 6.092 -1.588 4.366 -0.08
C 3.118 5.708 4.777 -0.46
O -3.164 -6.125 -7.917 0.02
```